This record from the OMol25 dataset describes a molecular structure, C19H40P2Pt. The level of theory is wB97M-V/def2-TZVPD.

Element x y z (Å)
P (2.332, 2.096, 1.055)
P (-3.877, 1.221, -2.184)
C (1.025, 2.179, -0.281)
C (-3.324, 3.055, -1.592)
H (1.737, 2.669, -1.036)
H (0.439, 2.855, 0.304)
H (-4.154, 3.009, -0.754)
H (-2.465, 3.417, -0.835)
C (-3.269, 0.795, -4.024)
H (-3.175, -0.293, -4.296)
H (-2.243, 1.192, -4.128)
H (-3.946, 1.234, -4.823)
C (-5.520, 0.901, -1.427)
H (-6.316, 1.456, -1.990)
H (-5.513, 1.301, -0.403)
H (-5.979, -0.106, -1.273)
C (3.768, 2.979, 0.269)
H (4.725, 2.544, 0.628)
H (3.771, 4.038, 0.609)
H (3.744, 2.912, -0.802)
C (1.888, 3.160, 2.435)
H (0.872, 3.101, 2.643)
H (2.178, 4.207, 2.197)
H (2.473, 2.872, 3.312)
Pt (-1.046, 2.394, -1.361)
C (-3.128, 4.294, -2.520)
C (-2.163, 3.929, -3.539)
C (-1.149, 4.784, -4.135)
C (-0.221, 5.559, -3.085)
C (-0.020, 4.626, -1.906)
C (-0.758, 4.687, -0.742)
C (-1.817, 5.766, -0.639)
C (-2.790, 5.796, -1.849)
C (2.723, 0.463, 1.563)
H (-4.252, 4.428, -2.898)
H (-2.535, 3.108, -4.125)
H (-1.663, 5.567, -4.729)
H (-0.493, 4.198, -4.814)
H (0.758, 5.773, -3.550)
H (-0.673, 6.581, -2.972)
H (0.925, 4.061, -1.988)
H (-0.560, 4.282, 0.265)
H (-1.216, 6.717, -0.589)
H (-2.385, 5.664, 0.308)
H (-3.768, 6.215, -1.526)
H (-2.347, 6.582, -2.545)
H (1.846, -0.143, 1.870)
H (3.495, 0.419, 2.375)
H (3.069, -0.024, 0.630)
C (0.766, -1.910, -0.858)
C (-0.568, -1.243, -0.426)
C (-0.809, -1.562, 1.070)
C (-1.083, 0.109, -1.063)
H (1.701, -1.503, -0.421)
H (0.991, -1.934, -1.964)
H (0.685, -2.972, -0.545)
H (-1.305, -1.914, -0.902)
H (-0.085, -1.146, 1.789)
H (-1.822, -1.296, 1.471)
H (-0.756, -2.675, 1.140)
H (-2.165, 0.186, -0.732)
H (-1.109, -0.091, -2.158)

Its HOMO-LUMO gap (alpha / beta) is 6.42 / 5.60 eV. The charge is +2. The calculation puts the total energy at -42148.5577 eV. As for the spin multiplicity: 5. Its energy relative to the best compared isomer or geometry (same formula, charge and spin) is 5.317 eV.

This record from the OMol25 dataset describes a molecular structure, C5H3Br2I2N. The level of theory is wB97M-V/def2-TZVPD.

Element x y z (Å)
C (-1.334, -0.728, 0.361)
C (-1.433, 0.688, 0.658)
C (-0.184, -1.260, -0.079)
C (0.459, 1.238, -0.537)
C (1.043, -0.445, -0.191)
N (-0.621, 1.575, 0.256)
Br (-0.026, -3.125, -0.392)
Br (2.230, -0.930, -1.623)
I (2.089, 2.599, -0.343)
I (2.071, -0.503, 1.721)
H (-2.208, -1.340, 0.513)
H (-2.273, 1.024, 1.250)
H (0.187, 1.207, -1.594)

Its HOMO-LUMO gap is 8.25 eV. The calculation puts the total energy at -163008.1932 eV. Its energy relative to the best compared isomer or geometry (same formula, charge and spin) is 0.000 eV.

This record from the OMol25 dataset describes a molecular structure, C13H27NSi2Zn. The level of theory is wB97M-V/def2-TZVPD.

Element x y z (Å)
Zn (-0.189, -0.121, 0.039)
C (0.313, -0.058, -3.955)
H (1.396, 0.028, -3.911)
H (0.104, -1.102, -4.155)
H (-0.081, 0.561, -4.763)
H (-0.152, 0.256, -3.009)
H (-1.771, -0.056, -0.241)
C (-2.367, 1.181, 2.779)
Si (-0.907, 0.094, 3.249)
C (-0.353, 0.568, 4.984)
C (-1.495, -1.698, 3.238)
C (0.537, 0.378, 2.055)
C (0.748, 1.769, 1.503)
C (1.059, 2.951, 2.191)
C (1.134, 4.159, 1.497)
C (0.847, 4.133, 0.130)
C (0.536, 2.947, -0.500)
N (0.597, 1.774, 0.151)
Si (2.188, -0.458, 2.437)
C (3.103, 0.557, 3.738)
C (1.999, -2.217, 3.100)
C (3.222, -0.508, 0.866)
H (-3.144, 1.061, 3.553)
H (-2.795, 0.909, 1.807)
H (-2.085, 2.243, 2.743)
H (-1.236, 0.463, 5.635)
H (0.456, -0.065, 5.376)
H (-0.022, 1.616, 5.023)
H (-1.865, -2.002, 2.249)
H (-0.732, -2.417, 3.562)
H (-2.341, -1.760, 3.941)
H (1.248, 2.852, 3.251)
H (1.414, 5.066, 2.024)
H (0.884, 5.035, -0.448)
H (0.242, 2.894, -1.558)
H (2.547, 0.639, 4.683)
H (4.065, 0.061, 3.943)
H (3.308, 1.574, 3.372)
H (1.494, -2.880, 2.383)
H (3.014, -2.617, 3.255)
H (1.464, -2.283, 4.058)
H (2.776, -1.127, 0.073)
H (3.388, 0.501, 0.463)
H (4.208, -0.935, 1.114)

Its HOMO-LUMO gap is 7.70 eV. The calculation puts the total energy at -79583.1485 eV.

This record from the OMol25 dataset describes a molecular structure, C54H47ClF2N2O2P2RbSTe. The level of theory is wB97M-V/def2-TZVPD.

Element x y z (Å)
Rb (12.089, 9.397, 13.655)
F (16.860, 9.590, 17.930)
C (15.677, 10.181, 17.538)
C (14.650, 9.391, 17.026)
C (13.400, 9.914, 16.759)
C (13.205, 11.310, 16.884)
C (14.334, 12.099, 17.227)
F (14.232, 13.451, 17.209)
C (15.559, 11.574, 17.624)
C (11.873, 11.903, 16.683)
C (11.402, 12.869, 17.573)
C (10.125, 13.330, 17.413)
C (9.380, 12.899, 16.327)
C (9.947, 12.025, 15.427)
N (11.180, 11.476, 15.652)
H (14.780, 8.306, 17.019)
H (16.308, 12.235, 18.037)
H (11.994, 13.103, 18.432)
H (9.730, 13.926, 18.223)
H (8.392, 13.249, 16.163)
H (9.379, 11.783, 14.546)
C (18.069, 14.977, 9.517)
S (17.179, 16.048, 10.670)
C (15.431, 15.829, 10.235)
C (14.729, 14.504, 10.522)
C (14.447, 14.315, 12.012)
N (13.866, 13.047, 12.396)
P (14.776, 11.661, 12.705)
C (16.348, 12.457, 13.295)
C (16.432, 12.802, 14.628)
C (17.472, 13.511, 15.145)
C (18.577, 13.775, 14.360)
C (18.527, 13.467, 12.988)
C (17.419, 12.796, 12.449)
C (15.427, 10.947, 11.148)
C (14.771, 11.037, 9.931)
C (15.169, 10.287, 8.834)
C (16.247, 9.456, 8.941)
C (16.915, 9.277, 10.171)
C (16.492, 10.038, 11.278)
P (12.139, 12.833, 12.745)
C (11.397, 13.211, 11.111)
C (11.471, 14.452, 10.477)
C (11.048, 14.593, 9.173)
C (10.492, 13.538, 8.497)
C (10.334, 12.317, 9.139)
C (10.778, 12.148, 10.434)
C (11.771, 14.399, 13.695)
C (12.517, 14.640, 14.858)
C (12.229, 15.729, 15.706)
C (11.159, 16.526, 15.401)
C (10.381, 16.310, 14.267)
C (10.693, 15.228, 13.449)
H (19.107, 15.161, 9.759)
H (17.888, 15.148, 8.457)
H (17.781, 13.908, 9.720)
H (15.237, 16.022, 9.156)
H (14.899, 16.600, 10.779)
H (15.399, 13.679, 10.219)
H (13.842, 14.335, 9.886)
H (13.818, 15.106, 12.477)
H (15.416, 14.391, 12.527)
H (15.547, 12.573, 15.249)
H (17.513, 13.915, 16.162)
H (19.442, 14.252, 14.818)
H (19.321, 13.769, 12.297)
H (17.403, 12.518, 11.382)
H (13.985, 11.716, 9.854)
H (14.581, 10.424, 7.933)
H (16.620, 8.830, 8.146)
H (17.753, 8.636, 10.150)
H (17.044, 9.896, 12.224)
H (11.951, 15.215, 11.046)
H (11.060, 15.576, 8.693)
H (10.063, 13.696, 7.525)
H (9.905, 11.454, 8.619)
H (10.720, 11.181, 10.893)
H (13.373, 14.024, 15.095)
H (12.895, 15.890, 16.570)
H (10.954, 17.400, 15.997)
H (9.559, 16.913, 14.029)
H (10.072, 14.996, 12.617)
Cl (5.230, 6.373, 9.983)
C (6.708, 7.114, 10.588)
C (7.767, 7.076, 9.696)
C (8.953, 7.707, 10.021)
C (9.256, 8.258, 11.324)
O (10.391, 8.797, 11.507)
C (8.132, 8.254, 12.232)
C (8.172, 8.797, 13.588)
O (9.086, 9.336, 14.188)
C (6.881, 7.676, 11.833)
H (7.570, 6.690, 8.692)
H (9.827, 7.783, 9.351)
H (7.192, 8.673, 14.086)
H (6.085, 7.744, 12.569)
C (10.137, 6.488, 17.392)
Te (11.785, 7.904, 17.030)
C (10.240, 9.273, 17.596)
C (9.287, 8.561, 18.438)
C (8.388, 9.267, 19.236)
C (7.410, 8.596, 19.966)
C (7.288, 7.253, 19.871)
C (8.144, 6.524, 19.082)
C (9.182, 7.170, 18.372)
H (10.580, 5.542, 17.786)
H (9.562, 6.388, 16.469)
H (9.773, 9.675, 16.699)
H (10.698, 10.085, 18.144)
H (8.469, 10.328, 19.340)
H (6.764, 9.173, 20.664)
H (6.494, 6.732, 20.410)
H (8.034, 5.469, 18.949)

Its HOMO-LUMO gap is 6.14 eV. The charge is -1. The calculation puts the total energy at -119156.1574 eV. Its energy relative to the best compared isomer or geometry (same formula, charge and spin) is 0.098 eV.